Here is 10 unconnected molecules or ions with the total composition C39H59N9O3 in a non-equilibrium geometry from OMol25. Energies are from the ωB97M-V functional and the def2-TZVPD basis.

Electronic energy: -2239.20449 a.u.

```
110
Properties=species:S:1:pos:R:3:mulliken_charge:R:1
C -5.757 -11.828 -18.695 -0.737
O -6.407 -13.134 -18.868 -0.455
C -6.334 -13.921 -17.598 -0.488
C -7.105 -15.229 -18.058 -1.009
N -7.116 -16.177 -16.967 0.630
H -6.420 -16.063 -16.417 -0.384
H -7.903 -15.790 -16.515 0.428
C -6.985 -17.657 -17.321 -0.685
C -6.937 -18.374 -15.879 -0.118
O -6.947 -19.831 -16.335 -0.473
C -6.578 -20.709 -15.250 -0.690
H -4.893 -11.721 -18.058 0.246
H -6.560 -11.310 -18.028 0.317
H -5.519 -11.311 -19.618 0.338
H -6.892 -13.555 -16.859 0.887
H -5.298 -14.178 -17.135 0.134
H -6.549 -15.550 -18.993 0.322
H -7.979 -14.713 -18.120 0.442
H -6.206 -18.162 -17.960 0.348
H -8.057 -17.986 -17.705 0.344
H -7.863 -18.380 -15.339 0.427
H -6.047 -18.254 -15.439 0.136
H -6.709 -21.615 -15.516 0.471
H -7.495 -20.787 -14.598 0.306
H -5.374 -20.778 -15.076 0.126
C -4.113 -15.960 -15.163 0.079
O -5.326 -15.287 -14.914 -0.775
H -4.075 -16.768 -14.334 0.017
H -3.302 -15.260 -14.871 -0.296
H -3.895 -16.304 -16.158 0.028
N -5.751 -12.834 -14.530 0.704
C -6.660 -12.229 -13.781 -0.458
C -6.337 -10.867 -13.842 -0.706
C -5.240 -10.596 -14.786 -1.305
C -4.807 -11.973 -15.033 -0.187
H -5.787 -13.939 -14.615 -0.074
H -7.429 -12.722 -13.113 0.283
H -6.714 -10.020 -13.345 0.434
H -4.872 -9.790 -15.065 0.821
H -3.853 -12.156 -15.572 0.400
N -3.032 -16.285 -10.649 0.321
C -2.460 -16.133 -9.371 -0.568
C -1.380 -15.431 -9.497 -0.604
C -1.027 -15.268 -11.004 -1.311
C -2.216 -15.751 -11.577 -0.212
H -3.807 -16.662 -10.852 0.307
H -2.974 -16.411 -8.434 0.341
H -0.628 -15.053 -8.703 0.282
H -0.349 -14.692 -11.364 0.868
H -2.360 -15.832 -12.613 0.619
N -0.620 -10.923 -13.772 -0.013
C -1.471 -11.865 -13.342 -1.158
C -1.177 -13.120 -13.842 -0.729
C 0.194 -12.835 -14.468 -0.614
C 0.417 -11.525 -14.497 -0.759
H -0.450 -9.976 -13.770 0.139
H -2.373 -11.571 -12.974 0.646
H -1.730 -13.848 -13.760 1.803
H 0.738 -13.672 -14.927 0.281
H 1.270 -11.056 -14.915 0.415
N -6.108 -16.723 -12.653 0.613
C -6.634 -16.007 -11.510 -0.579
C -6.706 -16.957 -10.491 -0.717
C -6.215 -18.306 -11.138 -0.517
C -5.932 -18.062 -12.386 -1.001
H -5.711 -16.172 -13.569 0.100
H -6.998 -15.069 -11.396 0.507
H -7.223 -16.760 -9.562 0.413
H -6.092 -19.340 -10.504 0.185
H -5.504 -18.661 -13.032 1.089
N -0.690 -18.924 -17.633 0.683
C -1.866 -19.180 -16.924 -0.574
C -2.324 -20.454 -17.152 -0.814
C -1.217 -21.049 -18.180 -1.106
C -0.277 -20.070 -18.307 -0.348
H -0.054 -18.078 -17.691 -0.029
H -2.087 -18.297 -16.414 0.807
H -3.127 -20.763 -16.572 0.606
H -1.307 -22.012 -18.437 0.527
H 0.704 -20.067 -18.781 0.400
N -0.929 -21.264 -12.265 0.001
C -1.304 -20.670 -11.008 -0.811
C -1.752 -19.397 -11.406 0.002
C -1.629 -19.221 -12.962 -0.690
C -1.062 -20.393 -13.350 -0.858
H -0.532 -22.086 -12.304 0.050
H -1.182 -21.187 -10.103 0.436
H -2.049 -18.688 -10.503 0.040
H -1.742 -18.338 -13.327 1.199
H -0.762 -20.652 -14.306 0.620
N -2.975 -15.049 -21.592 -0.073
C -3.507 -14.802 -20.226 -0.855
C -3.061 -15.823 -19.448 0.598
C -2.006 -16.531 -20.211 -0.501
C -2.020 -16.051 -21.478 -0.868
H -2.972 -14.432 -22.335 0.197
H -4.201 -14.072 -20.105 0.644
H -3.055 -15.911 -18.546 0.171
H -1.248 -17.298 -19.737 0.161
H -1.548 -16.379 -22.287 0.577
N 1.790 -17.727 -16.299 -0.087
C 0.982 -17.125 -15.342 -0.802
C 0.254 -16.133 -15.964 -0.579
C 0.823 -16.091 -17.394 -0.950
C 1.715 -17.050 -17.495 -0.856
H 2.338 -18.724 -15.971 0.359
H 0.923 -17.552 -14.235 0.301
H -0.511 -15.553 -15.594 1.408
H 0.704 -15.458 -18.230 0.472
H 2.213 -17.519 -18.252 0.564
```

***

Here is 6 unconnected molecules or ions with the total composition C9H23N5O12 in a non-equilibrium geometry from OMol25. Energies are from the ωB97M-V functional and the def2-TZVPD basis.

Electronic energy: -1532.86008 a.u.
SMILES: C[N+](=O)[O-].C[N+](=O)[O-].C[N+](=O)[O-].C[N+](=O)[O-].C[N+](=O)[O-].CCOC(C)=O

```
49
Properties=species:S:1:pos:R:3:mulliken_charge:R:1
C -10.763 0.492 -5.270 -0.641
N -12.242 0.538 -5.158 0.848
O -12.933 0.676 -6.181 -0.496
O -12.761 0.628 -4.037 -0.540
H -10.252 1.449 -5.166 0.220
H -10.495 -0.117 -6.134 0.249
H -10.613 -0.208 -4.448 0.357
C -10.311 4.626 -8.323 0.195
N -10.325 3.358 -7.547 0.970
O -11.262 3.240 -6.749 -0.539
O -9.456 2.521 -7.559 -0.496
H -10.275 4.389 -9.387 -0.193
H -9.347 5.028 -8.011 0.286
H -11.199 5.155 -7.977 -0.203
C -6.763 3.719 -9.302 -0.406
N -6.000 4.618 -8.374 0.892
O -4.787 4.489 -8.276 -0.554
O -6.655 5.417 -7.703 -0.531
H -5.982 3.304 -9.939 0.363
H -7.463 4.278 -9.922 0.105
H -7.182 3.012 -8.587 0.161
C -11.939 0.756 -9.437 -0.290
N -10.911 0.449 -10.470 0.869
O -9.775 0.917 -10.448 -0.455
O -11.261 -0.323 -11.424 -0.545
H -12.014 -0.075 -8.736 0.265
H -12.891 1.105 -9.839 0.309
H -11.518 1.660 -8.995 -0.148
C -10.679 5.852 -12.993 -0.771
N -10.031 4.856 -12.051 0.787
O -8.902 5.109 -11.638 -0.527
O -10.618 3.846 -11.724 -0.464
H -11.400 6.489 -12.481 0.295
H -11.016 5.318 -13.882 0.284
H -9.833 6.497 -13.232 0.326
C -12.603 6.754 -6.491 -1.087
C -11.761 7.776 -5.627 -0.339
O -10.416 7.829 -5.961 -0.177
C -9.717 8.815 -5.434 0.659
C -8.272 8.737 -5.789 -0.934
O -10.114 9.769 -4.877 -0.539
H -12.362 5.768 -6.096 0.212
H -12.404 6.797 -7.561 0.227
H -13.669 6.971 -6.421 0.446
H -12.249 8.747 -5.716 0.366
H -11.940 7.600 -4.566 0.357
H -7.667 8.224 -5.041 0.245
H -7.894 9.756 -5.867 0.305
H -8.234 8.328 -6.798 0.279
```

***

Values of Kohn-Sham gap, in order: 7.25, 9.72, all in eV.
Values of energy above the lowest of the compared OMol25 structures with the same formula, charge and spin, in order: 454.0, 109.4, all in kJ/mol.